Entry 1:
Molecular formula: CH4N2O2
Method: DFT, ωB97M-V with the def2-TZVPD basis set

The geometry in XYZ format:
```
9
Properties=species:S:1:pos:R:3:nbo_charge:R:1
C -0.9869 0.3093 1.0641 -0.292
N 1.5567 -0.8558 -1.7082 -0.392
N 0.9943 0.0003 -1.1168 0.448
O 0.7911 1.1441 -1.0228 -0.275
O -0.3069 -0.7583 0.6633 -0.440
H -2.0437 0.3092 0.7343 0.153
H -0.5082 1.2225 0.6184 0.226
H -0.9341 0.4408 2.1590 0.180
H 1.4377 -1.8122 -1.3913 0.391
```

The gap between HOMO and LUMO (alpha / beta) is 9.7 / 7.8 eV. The value obtained for the HOMO energy (alpha / beta) is -10.1 / -8.9 eV.

---

Entry 2:
Molecular formula: C35H89NO20S
Method: DFT, ωB97M-V with the def2-TZVPD basis set

The geometry in XYZ format:
```
146
Properties=species:S:1:pos:R:3:mulliken_charge:R:1
C 6.0986 0.8864 0.8634 -0.715
C 6.0463 -0.2266 -0.1750 -0.351
O 4.7413 -0.3724 -0.7571 -0.350
C 3.9322 -1.2778 -0.1865 0.075
O 4.1259 -1.7456 0.9059 -0.452
C 2.7628 -1.6031 -1.0750 -0.014
C 1.7499 -0.4438 -1.1408 -1.157
C 0.3460 -0.8897 -1.5805 -1.280
C -0.7428 -0.8939 -0.5016 1.804
C -2.1102 -0.7357 -1.1912 -2.204
C -2.5304 0.7219 -1.4764 0.202
O -1.3930 1.5263 -1.7862 -0.559
C -3.4001 1.3667 -0.4026 -0.575
N -4.6499 0.6372 -0.2350 -0.566
O -0.5170 0.1349 0.5078 -0.107
S -1.1186 -0.4112 1.8677 1.193
O -0.5721 0.3402 2.9348 -0.641
O -2.5398 -0.5950 1.7833 -0.660
O -0.4739 -1.8391 1.7511 -0.509
C -0.5626 -2.2242 0.3526 1.008
C -1.5297 -3.3584 -0.0084 -0.769
C -2.6908 -3.6832 0.9115 0.262
O -3.7292 -4.0820 0.4672 -0.560
O -2.4713 -3.5755 2.2472 -0.461
H 6.6233 0.5494 1.7532 0.312
H 6.6192 1.7607 0.4718 0.343
H 5.0923 1.2050 1.1310 -0.019
H 6.7010 -0.0001 -1.0162 0.457
H 6.3736 -1.1754 0.2490 0.284
H 2.3275 -2.5276 -0.6982 0.376
H 3.1680 -1.8138 -2.0634 0.191
H 2.1139 0.2564 -1.8913 0.578
H 1.7292 0.0941 -0.1923 0.123
H 0.0050 -0.2357 -2.3788 0.706
H 0.3916 -1.8966 -2.0059 0.474
H -2.0674 -1.2418 -2.1568 0.597
H -2.8856 -1.2478 -0.6222 0.432
H -3.1557 0.6790 -2.3703 0.203
H -1.3896 2.2903 -1.2012 0.215
H -2.8509 1.4755 0.5365 -0.017
H -3.6411 2.3768 -0.7484 0.511
H -5.4248 1.2551 -0.0507 0.285
H -4.5832 -0.0511 0.5022 0.150
H 0.4467 -2.5759 0.1589 0.001
H -1.9900 -3.1649 -0.9735 0.323
H -0.9576 -4.2830 -0.1173 0.497
H -2.9626 -2.8094 2.5809 0.327
C 6.1730 -3.1683 3.4748 -0.443
C 6.6074 -1.9860 4.3222 -0.441
O 6.5154 -0.7619 3.6133 -0.472
H 6.7838 -3.2313 2.5728 0.225
H 6.2706 -4.1040 4.0312 0.180
H 5.1349 -3.0527 3.1551 0.119
H 7.6499 -2.0915 4.6233 0.319
H 5.9984 -1.9323 5.2341 0.234
H 5.5865 -0.6501 3.3512 0.280
C 1.7490 1.3606 3.7063 -1.107
C 2.6576 0.4844 2.8710 0.754
O 3.6823 -0.1293 3.6541 -0.457
H 2.3301 2.1389 4.2042 0.342
H 0.9927 1.8314 3.0779 -0.113
H 1.2434 0.7813 4.4827 0.560
H 3.1685 1.0847 2.1198 -0.076
H 2.0814 -0.2903 2.3545 -0.242
H 3.2614 -0.6974 4.3073 0.281
C 2.0381 6.0878 2.5083 -1.087
C 1.9082 4.7042 1.9036 0.365
O 3.1674 4.0332 1.8638 -0.518
H 2.7507 6.6859 1.9384 0.306
H 1.0737 6.5971 2.5196 0.312
H 2.4084 6.0228 3.5349 0.209
H 1.5564 4.7645 0.8750 0.083
H 1.1911 4.1064 2.4747 0.016
H 3.4875 3.9672 2.7697 0.324
C -3.1730 0.0491 -6.4955 -0.912
C -3.0679 -1.2122 -5.6588 -0.358
O -3.2728 -0.9479 -4.2790 -0.229
H -2.4443 0.7849 -6.1528 0.183
H -2.9877 -0.1635 -7.5507 0.397
H -4.1615 0.4982 -6.3971 0.187
H -2.0717 -1.6488 -5.7404 0.320
H -3.7927 -1.9585 -6.0056 0.239
H -4.1606 -0.5751 -4.1810 0.257
C -2.6553 5.2971 -0.0355 -0.948
C -1.2599 5.3906 0.5531 0.164
O -1.2919 5.4963 1.9747 -0.492
H -3.2444 6.1700 0.2465 0.370
H -2.6195 5.2360 -1.1245 0.301
H -3.1719 4.4099 0.3386 0.110
H -0.7491 6.2819 0.1900 0.339
H -0.6656 4.5174 0.2643 -0.101
H -1.7267 4.7069 2.3136 0.287
C 1.3710 8.5219 6.8760 -1.087
C 1.2634 7.1400 6.2596 -0.048
O 2.5273 6.4819 6.2082 -0.520
H 2.0742 9.1336 6.3103 0.292
H 0.4019 9.0227 6.8880 0.317
H 1.7345 8.4595 7.9045 0.323
H 0.9180 7.2055 5.2289 0.179
H 0.5492 6.5252 6.8176 0.264
H 2.8549 6.3952 7.1089 0.289
C -3.5333 5.1255 -6.0109 -1.051
C -3.6456 3.7448 -6.6287 -0.157
O -4.7245 2.9963 -6.0759 -0.403
H -3.4020 5.0465 -4.9314 0.226
H -2.6863 5.6723 -6.4276 0.340
H -4.4387 5.7084 -6.1969 0.333
H -2.7469 3.1632 -6.4289 0.219
H -3.7621 3.8206 -7.7154 0.277
H -5.5373 3.4821 -6.2490 0.243
C 4.2050 -6.6798 4.9060 -0.908
C 5.5814 -7.1692 4.4987 -0.317
O 6.5922 -6.6929 5.3834 -0.516
H 4.1912 -5.5898 4.9352 0.218
H 3.4393 -7.0228 4.2088 0.309
H 3.9441 -7.0416 5.9036 0.334
H 5.8452 -6.7928 3.5110 0.277
H 5.6114 -8.2636 4.4630 0.329
H 6.3911 -7.0206 6.2656 0.294
C -8.4321 0.3326 -4.7115 -1.113
C -7.2367 -0.4759 -5.1741 -0.337
O -6.0953 -0.2584 -4.3482 -0.417
H -8.1892 1.3954 -4.7001 0.261
H -9.2864 0.1745 -5.3708 0.364
H -8.7260 0.0453 -3.6994 0.343
H -6.9346 -0.1776 -6.1774 0.290
H -7.4802 -1.5429 -5.1983 0.282
H -6.3176 -0.5173 -3.4460 0.186
C -7.2251 -6.3248 -0.3252 -0.954
C -7.4502 -4.8272 -0.2313 -0.164
O -7.0991 -4.3089 1.0440 -0.526
H -7.8011 -6.8434 0.4420 0.271
H -7.5224 -6.7055 -1.3038 0.315
H -6.1702 -6.5628 -0.1720 0.277
H -8.5048 -4.5896 -0.3729 0.310
H -6.8803 -4.3111 -1.0125 0.186
H -6.1603 -4.4858 1.1773 0.299
C 5.8971 -4.1747 -4.6019 -1.168
C 5.5153 -3.8652 -3.1677 -0.024
O 4.1025 -3.8628 -2.9726 -0.445
H 5.4420 -3.4528 -5.2806 0.305
H 6.9795 -4.1430 -4.7320 0.340
H 5.5497 -5.1701 -4.8889 0.326
H 5.8512 -2.8665 -2.8882 0.165
H 5.9837 -4.5798 -2.4832 0.292
H 3.7668 -4.7372 -3.1943 0.252
```

The gap between HOMO and LUMO is 9.6 eV. The value obtained for the HOMO energy is -9.3 eV.

---

Entry 3:
Molecular formula: C9H30BaO9
Method: DFT, ωB97M-V with the def2-TZVPD basis set

The geometry in XYZ format:
```
49
Properties=species:S:1:pos:R:3:nbo_charge:R:1
Ba 0.4865 -1.0607 -0.4754 1.888
C -3.1454 -0.9691 -1.1941 -0.253
O -1.8676 -0.8330 -1.8774 -0.813
H -2.9432 -1.3520 -0.2000 0.184
H -3.6424 -0.0014 -1.1131 0.197
H -3.8070 -1.6322 -1.7481 0.205
H -2.0037 -0.3624 -2.7057 0.498
C 2.2395 -4.0184 1.4304 -0.259
O 2.3088 -2.6849 0.8968 -0.794
H 1.2627 -4.4295 1.1870 0.186
H 3.0134 -4.6537 1.0025 0.202
H 2.3447 -4.0107 2.5169 0.195
H 3.1279 -2.3038 1.2284 0.487
C 0.5410 1.3227 -3.2467 -0.250
O 1.2447 1.1902 -2.0027 -0.783
H -0.1019 2.2057 -3.2635 0.185
H 1.2248 1.3721 -4.0947 0.207
H -0.0799 0.4400 -3.3879 0.161
H 1.9528 1.8418 -2.0213 0.497
C 2.0244 -3.2815 -3.1474 -0.262
O 1.1137 -2.1919 -2.8653 -0.805
H 2.1920 -3.3804 -4.2173 0.209
H 2.9755 -3.0619 -2.6658 0.196
H 1.6543 -4.2268 -2.7459 0.187
H 0.2823 -2.4329 -3.2951 0.492
C 2.0419 1.6541 1.8790 -0.253
O 1.9731 0.2982 1.3778 -0.787
H 2.6377 2.2824 1.2230 0.186
H 1.0236 2.0304 1.9301 0.187
H 2.4217 1.6547 2.9004 0.203
H 2.8929 0.0130 1.3311 0.479
C -1.0872 -0.8293 2.7207 -0.264
O -0.3392 -1.8467 2.0476 -0.800
H -0.5662 0.1241 2.6710 0.182
H -2.0362 -0.6664 2.1994 0.182
H -1.3474 -1.0927 3.7422 0.208
H -0.2671 -2.6018 2.6374 0.505
C -0.4198 3.9022 -0.4595 -0.250
O -1.4037 3.5129 0.5056 -0.486
C -1.4880 2.2412 0.7786 1.024
O -0.8618 1.3669 0.1948 -0.754
O -2.3609 1.9470 1.7225 -0.497
C -3.0372 2.9574 2.5082 -0.264
H -0.5057 4.9772 -0.5461 0.227
H -0.5959 3.3941 -1.4044 0.191
H 0.5808 3.6441 -0.1071 0.185
H -2.8930 2.6996 3.5556 0.209
H -4.0996 2.9016 2.2857 0.213
H -2.6602 3.9505 2.3122 0.217
```

The gap between HOMO and LUMO is 11.4 eV. The total charge is +2. The value obtained for the HOMO energy is -16.7 eV.

---

Entry 4:
Molecular formula: C7H13O2PSSe
Method: DFT, ωB97M-V with the def2-TZVPD basis set

The geometry in XYZ format:
```
25
Properties=species:S:1:pos:R:3:nbo_charge:R:1
C -2.0846 1.1745 0.6647 -0.093
C -1.7063 2.3277 -0.2672 -0.525
C 0.2870 -0.3063 0.0868 0.187
C 0.0512 0.1483 -1.2157 -0.540
C 0.3162 -1.7236 0.4227 -0.756
C -0.9159 -0.6273 -2.0144 -0.649
C 2.5974 -0.3263 1.9797 -0.816
O 2.4646 -1.4698 -1.3542 -1.098
O -1.0353 0.6588 1.3908 -0.720
P 2.0378 -0.0606 -1.5632 1.223
S -0.1333 2.0025 -1.1515 0.212
Se 1.6653 0.8043 0.6854 0.644
H -2.8694 1.3753 1.4639 0.192
H -2.6328 0.3494 0.1677 0.143
H -2.4643 2.5188 -1.1020 0.218
H -1.5458 3.2748 0.1585 0.225
H -0.7254 -2.1442 0.2721 0.251
H 0.7880 -1.7599 1.4394 0.233
H 0.9355 -2.1093 -0.3366 0.286
H -1.8456 -0.8285 -1.5321 0.225
H -0.4075 -1.6088 -2.0460 0.217
H -1.0482 -0.1476 -2.9550 0.236
H 1.8968 -0.9100 2.4651 0.221
H 3.3083 -1.0173 1.6257 0.241
H 3.0666 0.4049 2.7154 0.245
```

The gap between HOMO and LUMO is 8.2 eV. The value obtained for the HOMO energy is -7.8 eV.

---

Entry 5:
Molecular formula: C25H64N4O9
Method: DFT, ωB97M-V with the def2-TZVPD basis set

The geometry in XYZ format:
```
102
Properties=species:S:1:pos:R:3:mulliken_charge:R:1
C 1.1349 7.5195 1.6317 -0.896
O 0.6482 7.0832 0.4033 -0.339
C -0.3160 7.9321 -0.1768 -0.614
C -0.9314 7.3477 -1.4823 -0.898
N -1.6357 6.0925 -1.2941 0.024
C -2.2932 5.8063 -2.5270 -0.822
C -2.6717 4.2797 -2.5719 -0.419
O -1.4805 3.4483 -2.5739 -0.331
C -1.6683 2.0641 -2.6081 -0.707
H 2.0163 6.9803 1.9789 0.258
H 0.3418 7.4833 2.3785 0.369
H 1.5317 8.5344 1.6569 0.375
H 0.2170 8.8290 -0.4923 0.433
H -1.0332 8.1424 0.6166 0.323
H -0.1221 7.2491 -2.2058 0.461
H -1.5640 8.1420 -1.8784 0.440
H -1.0005 5.3257 -1.1250 0.082
H -1.6555 6.0813 -3.3671 0.417
H -3.2393 6.3413 -2.6095 0.360
H -3.2584 4.0445 -3.4599 0.483
H -3.3335 4.0920 -1.7265 0.148
H -0.7279 1.5198 -2.5225 0.195
H -2.1268 1.7797 -3.5552 0.342
H -2.3244 1.7792 -1.7856 0.269
C 3.5845 -9.4412 -2.3802 -0.773
O 2.9576 -8.8974 -1.2834 -0.273
C 3.3868 -9.4112 0.0254 -0.669
C 2.5973 -8.7884 1.1900 -0.695
N 3.0280 -7.4657 1.6968 -0.421
C 2.9804 -6.3885 0.6855 -0.352
C 2.8324 -5.0488 1.3917 -0.399
O 3.1687 -4.0915 0.4318 -0.314
C 3.2203 -2.8092 0.9938 -0.885
H 4.5742 -8.9915 -2.4598 0.320
H 3.0408 -9.2137 -3.2971 0.229
H 3.8394 -10.4931 -2.2516 0.306
H 4.4226 -9.1268 0.2108 0.347
H 3.3579 -10.4989 0.0890 0.502
H 2.6424 -9.4446 2.0592 0.441
H 1.5509 -8.7160 0.8935 0.379
H 2.4214 -7.3179 2.4907 0.240
H 2.1954 -6.5412 -0.0551 0.260
H 3.9448 -6.3499 0.1791 0.139
H 3.5561 -4.9979 2.2051 0.372
H 1.8208 -4.8640 1.7532 0.271
H 4.1526 -2.6285 1.5287 0.410
H 2.4593 -2.6072 1.7476 0.327
H 3.1091 -2.0481 0.2214 0.248
C 1.8713 3.0433 4.4418 -0.864
O 0.8499 2.9909 3.4215 -0.289
C 0.8086 4.2184 2.7044 -1.049
C -0.4672 4.4003 1.8831 1.294
N -1.6684 4.3739 2.7306 -0.532
C -2.8619 4.4129 1.8361 -0.581
C -3.2752 3.0424 1.1825 -0.149
O -3.5263 2.0644 2.2156 -0.400
C -4.1940 0.8993 1.7556 -0.614
H 2.7738 3.4611 3.9956 0.343
H 2.0740 2.0193 4.7557 0.261
H 1.5432 3.6100 5.3132 0.294
H 1.6178 4.2416 1.9745 0.419
H 0.8216 5.1302 3.3015 0.545
H -0.5477 3.5400 1.2186 -0.455
H -0.5879 5.3054 1.2877 -0.335
H -1.6464 3.4380 3.1096 0.367
H -2.6552 5.1840 1.0940 0.193
H -3.6942 4.8299 2.4032 0.299
H -2.5456 2.6674 0.4647 -0.057
H -4.2345 3.1633 0.6793 0.646
H -4.1068 0.2034 2.5900 0.262
H -3.7202 0.4876 0.8645 0.108
H -5.1935 1.0730 1.3569 0.362
C -0.8097 -0.9655 -5.6312 -0.868
O -0.9674 -1.4896 -4.3602 -0.337
C 0.2339 -2.0189 -3.7707 -0.876
C -0.1504 -2.4632 -2.3159 -0.595
N -0.8632 -1.3542 -1.6422 0.174
C -1.7397 -1.7766 -0.5383 -0.122
C -1.0431 -2.5389 0.6319 0.000
O -2.1406 -2.9601 1.4553 -0.343
C -1.9079 -3.8302 2.5387 -0.756
H -1.7605 -0.6463 -6.0580 0.258
H -0.5439 -1.7446 -6.3457 0.347
H -0.0726 -0.1632 -5.6671 0.330
H 1.0471 -1.2937 -3.7419 0.359
H 0.5554 -2.9045 -4.3188 0.452
H 0.7882 -2.7881 -1.8669 0.199
H -0.7731 -3.3465 -2.4575 0.531
H -1.3658 -0.9672 -2.4281 0.285
H -2.5998 -2.3623 -0.8626 0.473
H -2.2194 -0.8916 -0.1202 -0.689
H -0.3373 -1.9054 1.1693 0.125
H -0.4268 -3.3528 0.2501 0.320
H -1.1475 -3.4142 3.1997 0.315
H -1.3973 -4.7224 2.1761 0.279
H -2.8364 -4.1351 3.0214 0.243
C 0.9543 0.9807 0.6413 -0.259
O 1.4980 0.2776 -0.4186 -0.634
H 0.8899 0.3574 1.5332 0.163
H 1.6116 1.7684 1.0096 0.339
H -0.0393 1.3487 0.3858 -0.057
H 0.7771 -0.2141 -0.8185 0.314
```

The gap between HOMO and LUMO is 9.2 eV. The value obtained for the HOMO energy is -8.5 eV. As for the structure (SMILES): COCCNCCOC.COCCNCCOC.COCCNCCOC.COCCNCCOC.CO.

---

Per-record total energy, Ha: -300.28716, -3344.59056, -1063.10580, -3565.82512, -1886.84163